# 1
Computed, not measured: one molecule with the formula C4H10N2O3, with the ωB97M-V functional and the def2-TZVPD basis.

Summary:
* highest occupied orbital energy: -8.433 eV
* relative energy (zero: lowest compared OMol25 entry of this formula, charge and spin): 2.213 eV
* gap between HOMO and LUMO: 8.81 eV
* lowest unoccupied orbital energy: 0.38 eV

Last columns: bonded neighbours and bond lengths (Å).
Positions of all 19 atoms, in Å:
1 N -1.035 -1.659 -0.077  C2 1.452, H10 1.013, H11 1.016
2 C -0.879 -0.242 0.199  N1 1.452, C3 1.541, C7 1.526, H12 1.093
3 C 0.186 0.343 -0.749  C2 1.541, N4 1.458, H13 1.091, H14 1.096
4 N 1.457 -0.339 -0.538  C3 1.458, C5 1.771, H15 1.111, H16 1.018
5 C 2.496 0.173 0.802  N4 1.771, O6 1.285, H17 1.106, H18 1.104
6 O 3.537 0.442 0.100  C5 1.285
7 C -2.173 0.551 0.037  C2 1.526, O8 1.203, O9 1.343
8 O -3.161 0.136 -0.510  C7 1.203
9 O -2.080 1.779 0.573  C7 1.343, H19 0.971
10 H -1.498 -2.131 0.690  N1 1.013
11 H -1.618 -1.786 -0.900  N1 1.016
12 H -0.524 -0.111 1.225  C2 1.093
13 H 0.324 1.408 -0.554  C3 1.091
14 H -0.150 0.217 -1.784  C3 1.096
15 H 2.352 0.039 -1.076  N4 1.111
16 H 1.316 -1.347 -0.551  N4 1.018
17 H 1.897 1.003 1.222  C5 1.106
18 H 2.473 -0.727 1.442  C5 1.104
19 H -2.920 2.249 0.449  O9 0.971

Atom charges from the natural (NBO) analysis, given in e for atoms 1 to 6:
1 N -0.84
2 C -0.17
3 C -0.22
4 N -0.70
5 C 0.21
6 O -0.80


# 2
Computed, not measured: a 2-piece molecular cluster, C4H10N2O3 overall, with the ωB97M-V functional and the def2-TZVPD basis.

Summary:
* highest occupied orbital energy: -8.885 eV
* relative energy (zero: lowest compared OMol25 entry of this formula, charge and spin): 4.723 eV
* gap between HOMO and LUMO: 9.59 eV
* lowest unoccupied orbital energy: 0.71 eV

Last columns: bonded neighbours and bond lengths (Å).
Positions of all 19 atoms, in Å:
1 H 0.864 1.992 -1.658  N2 1.010
2 N 0.494 1.607 -0.800  H1 1.010, C3 1.246
3 C 1.178 1.199 0.159  N2 1.246, C4 1.501, O5 1.463
4 C 1.941 2.095 1.091  C3 1.501, H6 1.087, H7 1.088, H8 1.090
5 O 1.525 -0.201 0.399  C3 1.463, H9 0.972
6 H 1.686 1.854 2.120  C4 1.087
7 H 1.730 3.143 0.888  C4 1.088
8 H 3.010 1.948 0.937  C4 1.090
9 H 1.045 -0.845 0.947  O5 0.972
10 C -1.052 -2.768 -0.914  C11 1.505, H15 1.089, H16 1.085, H17 1.088
11 C -0.865 -1.499 -0.125  C10 1.505, O12 1.212, O13 1.409
12 O -0.664 -1.478 1.070  C11 1.212
13 O -1.519 -0.447 -0.795  C11 1.409, N14 1.430
14 N -2.151 0.525 0.043  O13 1.430, H18 1.016, H19 1.035
15 H -1.764 -3.400 -0.386  C10 1.089
16 H -1.452 -2.577 -1.905  C10 1.085
17 H -0.112 -3.314 -0.959  C10 1.088
18 H -2.556 1.191 -0.610  N14 1.016
19 H -1.337 0.975 0.497  N14 1.035

Atom charges from the natural (NBO) analysis, given in e for atoms 1 to 6:
1 H 0.43
2 N -0.85
3 C 0.70
4 C -0.72
5 O -0.80
6 H 0.23


# 3
Computed, not measured: a 2-piece molecular cluster, C4H10N2O3 overall, with the ωB97M-V functional and the def2-TZVPD basis.

Summary:
* highest occupied orbital energy: -9.637 eV
* relative energy (zero: lowest compared OMol25 entry of this formula, charge and spin): 1.968 eV
* gap between HOMO and LUMO: 10.32 eV
* lowest unoccupied orbital energy: 0.69 eV

Last columns: bonded neighbours and bond lengths (Å).
Positions of all 19 atoms, in Å:
1 C 1.074 -1.158 -1.305  C2 1.501, H9 1.087, H10 1.089, H11 1.093
2 C 0.691 -0.850 0.113  C1 1.501, O3 1.231, C4 1.539
3 O 0.581 -1.681 1.014  C2 1.231
4 C 0.170 0.585 0.307  C2 1.539, O5 1.230, N6 1.340
5 O 0.931 1.515 0.568  C4 1.230
6 N -1.154 0.759 0.184  C4 1.340, C7 1.445, N8 1.412
7 C -2.128 -0.263 -0.126  N6 1.445, H12 1.091, H13 1.093, H14 1.086
8 N -1.695 2.058 0.292  N6 1.412, H15 1.021, H16 1.020
9 H 0.282 -0.868 -1.990  C1 1.087
10 H 1.964 -0.577 -1.547  C1 1.089
11 H 1.311 -2.220 -1.405  C1 1.093
12 H -2.957 -0.190 0.580  C7 1.091
13 H -2.521 -0.107 -1.133  C7 1.093
14 H -1.679 -1.247 -0.031  C7 1.086
15 H -1.956 2.230 1.264  N8 1.021
16 H -0.950 2.718 0.072  N8 1.020
17 O 2.880 -0.359 0.742  H18 0.999, H19 0.974
18 H 2.639 -0.884 1.557  O17 0.999
19 H 2.516 0.539 0.843  O17 0.974

Atom charges from the natural (NBO) analysis, given in e for atoms 1 to 6:
1 C -0.72
2 C 0.57
3 O -0.58
4 C 0.56
5 O -0.66
6 N -0.26


# 4
Computed, not measured: one molecule with the formula C4H10N2OS, with the ωB97M-V functional and the def2-TZVPD basis.

Summary:
* highest occupied orbital energy: -9.186 eV
* relative energy (zero: lowest compared OMol25 entry of this formula, charge and spin): 4.459 eV
* gap between HOMO and LUMO: 9.94 eV
* lowest unoccupied orbital energy: 0.75 eV

Last columns: bonded neighbours and bond lengths (Å).
Positions of all 18 atoms, in Å:
1 C 0.579 -2.004 0.645  C2 1.512, H9 1.073, H10 1.100, H11 1.066
2 C -0.324 -0.830 0.951  C1 1.512, C3 1.313, H12 1.159
3 C -0.320 0.413 0.529  C2 1.313, C4 1.523, S5 2.021
4 C -1.314 1.562 0.643  C3 1.523, H13 1.111, H14 1.152, H15 1.183
5 S 1.003 0.883 -0.925  C3 2.021, N6 1.545, N7 1.665, O8 1.489
6 N 2.101 -0.183 -1.136  S5 1.545, H16 1.000
7 N -0.175 0.678 -2.083  S5 1.665, H17 0.989, H18 0.981
8 O 1.437 2.307 -0.941  S5 1.489
9 H 1.122 -2.115 1.564  C1 1.073
10 H -0.061 -2.874 0.436  C1 1.100
11 H 1.026 -1.918 -0.318  C1 1.066
12 H -1.204 -1.110 1.651  C2 1.159
13 H -0.885 2.533 0.318  C4 1.111
14 H -1.624 1.660 1.749  C4 1.152
15 H -2.216 1.395 -0.104  C4 1.183
16 H 3.078 0.006 -1.033  N6 1.000
17 H -0.152 1.354 -2.805  N7 0.989
18 H -1.022 0.918 -1.650  N7 0.981

Atom charges from the natural (NBO) analysis, given in e for atoms 1 to 6:
1 C -0.66
2 C -0.15
3 C -0.18
4 C -0.69
5 S 2.03
6 N -1.19